{
  "formula": "C3H2N2S3",
  "method": "ωB97M-V/def2-TZVPD",
  "species": ["C", "C", "C", "N", "N", "S", "S", "S", "H", "H"],
  "coordinates": [[-1.859, -1.706, 0.306], [1.750, 0.277, -1.365], [-0.277, 0.375, 0.774], [-2.069, -2.813, 0.491], [1.929, 1.340, -1.823], [0.286, 1.984, 0.901], [-1.699, -0.057, -0.115], [1.320, -1.084, -0.560], [-0.277, -0.309, 1.732], [0.896, 1.994, -0.342]],
  "e_tot_ha": -1419.42158,
  "s_squared": 2.021,
  "e_above_lowest_ev": 1.054,
  "homo_ev": [-7.863, -9.965],
  "total_charge": 0,
  "e_lumo_ev": [0.31, -4.07],
  "spin_multiplicity": 3,
  "fmax_ev_per_a": 4.1
}

{
  "formula": "C26H52N7O3",
  "method": "ωB97M-V/def2-TZVPD",
  "species": ["C", "O", "C", "C", "C", "N", "N", "C", "C", "C", "C", "N", "N", "N", "H", "H", "H", "H", "H", "H", "H", "H", "H", "H", "H", "H", "H", "H", "H", "H", "C", "C", "C", "C", "C", "C", "N", "O", "C", "C", "C", "H", "H", "H", "H", "H", "H", "H", "H", "H", "H", "H", "H", "H", "H", "H", "H", "H", "H", "C", "C", "C", "C", "C", "C", "N", "O", "C", "C", "C", "H", "H", "H", "H", "H", "H", "H", "H", "H", "H", "H", "H", "H", "H", "H", "H", "H", "H"],
  "coordinates": [[6.968, -5.589, 3.525], [6.047, -4.540, 3.927], [4.700, -5.068, 4.058], [3.585, -3.947, 3.999], [3.786, -2.435, 4.232], [2.896, -1.365, 4.234], [1.633, -1.644, 3.951], [1.241, -2.970, 3.667], [2.071, -4.257, 3.665], [1.535, -5.732, 3.370], [0.303, -6.199, 4.317], [-0.186, -7.523, 3.765], [0.730, -6.416, 5.724], [-0.867, -5.288, 4.298], [7.205, -6.330, 4.362], [7.959, -5.064, 3.279], [6.543, -6.152, 2.628], [4.507, -5.945, 3.353], [4.656, -5.511, 5.127], [4.876, -2.136, 4.446], [0.944, -0.868, 3.939], [0.133, -3.102, 3.397], [1.340, -5.922, 2.250], [2.410, -6.438, 3.633], [-0.330, -7.315, 2.754], [0.640, -8.138, 3.819], [1.720, -6.695, 5.721], [0.597, -5.580, 6.307], [-1.043, -4.887, 3.371], [-0.835, -4.581, 5.040], [1.077, 0.089, 0.683], [-0.407, 0.458, 0.389], [-1.383, -0.425, 1.211], [-1.678, -1.806, 0.632], [-1.982, -1.732, -0.858], [-0.874, -0.995, -1.636], [-0.618, 0.371, -1.083], [-1.678, 1.150, -1.402], [0.407, -1.865, -1.600], [-1.237, -0.951, -3.138], [-0.554, 1.897, 0.954], [1.673, 0.012, -0.229], [1.588, 0.855, 1.274], [1.169, -0.855, 1.231], [-2.345, 0.095, 1.297], [-1.011, -0.541, 2.236], [-0.835, -2.482, 0.820], [-2.533, -2.243, 1.155], [-2.109, -2.745, -1.252], [-2.947, -1.233, -1.005], [1.227, -1.381, -2.142], [0.228, -2.833, -2.077], [0.760, -2.093, -0.595], [-2.187, -0.446, -3.331], [-1.335, -1.962, -3.543], [-0.457, -0.442, -3.713], [0.063, 2.609, 0.399], [-0.239, 1.932, 2.001], [-1.587, 2.251, 0.933], [-3.242, 6.503, -5.203], [-1.794, 6.548, -4.630], [-0.932, 5.381, -5.176], [-1.103, 4.040, -4.468], [-1.075, 4.202, -2.953], [-2.091, 5.253, -2.469], [-1.892, 6.573, -3.142], [-0.750, 7.116, -2.654], [-3.517, 4.704, -2.719], [-2.017, 5.373, -0.929], [-1.193, 7.844, -5.235], [-3.997, 6.664, -4.431], [-3.425, 7.299, -5.931], [-3.462, 5.554, -5.702], [0.128, 5.652, -5.090], [-1.121, 5.244, -6.245], [-2.034, 3.561, -4.787], [-0.300, 3.363, -4.775], [-1.279, 3.234, -2.484], [-0.061, 4.477, -2.639], [-4.277, 5.419, -2.390], [-3.676, 3.778, -2.159], [-3.720, 4.457, -3.760], [-1.025, 5.663, -0.572], [-2.251, 4.416, -0.455], [-2.740, 6.107, -0.561], [-1.707, 8.736, -4.862], [-1.287, 7.839, -6.325], [-0.126, 7.951, -5.020]],
  "e_tot_ha": -1630.32729,
  "s_squared": 2.009,
  "homo_ev": [-9.888, -10.549],
  "total_charge": 1,
  "e_lumo_ev": [-5.27, -5.27],
  "spin_multiplicity": 3,
  "fmax_ev_per_a": 4.7
}

{
  "formula": "C43H39N2O3PSY",
  "method": "ωB97M-V/def2-TZVPD",
  "species": ["Y", "C", "O", "C", "C", "C", "C", "C", "C", "O", "C", "O", "C", "H", "H", "H", "H", "H", "H", "H", "H", "H", "C", "C", "C", "C", "C", "C", "C", "C", "C", "S", "C", "N", "H", "H", "H", "H", "H", "H", "H", "H", "C", "C", "C", "C", "N", "C", "C", "H", "H", "H", "H", "H", "H", "H", "C", "C", "C", "C", "C", "C", "P", "C", "C", "C", "C", "C", "C", "C", "C", "C", "C", "C", "C", "H", "H", "H", "H", "H", "H", "H", "H", "H", "H", "H", "H", "H", "H", "H"],
  "coordinates": [[-0.125, 0.784, 0.663], [4.174, -2.867, -3.185], [4.996, -1.863, -2.602], [4.410, -0.927, -1.860], [5.287, -0.013, -1.220], [4.786, 0.880, -0.330], [3.396, 0.947, -0.031], [2.926, 1.674, 1.095], [3.829, 2.623, 1.837], [1.750, 1.550, 1.554], [2.501, 0.168, -0.846], [1.219, 0.342, -0.828], [3.046, -0.803, -1.703], [4.853, -3.565, -3.666], [3.501, -2.443, -3.933], [3.589, -3.389, -2.425], [6.344, -0.075, -1.438], [5.467, 1.534, 0.197], [4.763, 2.148, 2.132], [3.310, 2.973, 2.726], [4.067, 3.479, 1.202], [2.343, -1.424, -2.241], [0.130, 4.358, 1.771], [-1.260, 3.837, 1.981], [-2.250, 4.784, 2.325], [-3.535, 4.384, 2.516], [-3.853, 3.012, 2.440], [-5.155, 2.536, 2.688], [-5.401, 1.191, 2.679], [-4.355, 0.285, 2.463], [-3.067, 0.713, 2.213], [-1.775, -0.468, 2.166], [-2.799, 2.108, 2.143], [-1.527, 2.547, 1.853], [0.416, 4.967, 2.629], [0.165, 5.000, 0.888], [0.847, 3.554, 1.666], [-1.967, 5.823, 2.421], [-4.316, 5.096, 2.751], [-5.939, 3.250, 2.907], [-6.397, 0.816, 2.877], [-4.532, -0.781, 2.520], [-0.103, 5.248, -4.446], [-0.211, 4.347, -3.257], [-1.379, 3.661, -2.944], [-1.413, 2.841, -1.832], [-0.370, 2.656, -1.018], [0.755, 3.320, -1.315], [0.873, 4.162, -2.399], [-1.003, 5.218, -5.056], [0.750, 4.963, -5.062], [0.061, 6.277, -4.120], [-2.260, 3.764, -3.564], [-2.322, 2.308, -1.571], [1.604, 3.164, -0.663], [1.810, 4.670, -2.585], [1.114, -6.501, -1.889], [0.087, -5.773, -2.470], [-0.255, -4.524, -1.972], [0.419, -3.996, -0.872], [1.489, -4.710, -0.329], [1.824, -5.960, -0.827], [0.000, -2.338, -0.194], [0.292, -2.614, 1.605], [-0.261, -3.624, 2.387], [0.037, -3.700, 3.737], [0.899, -2.783, 4.327], [1.495, -1.802, 3.553], [1.195, -1.723, 2.200], [-1.814, -2.274, -0.509], [-2.742, -3.228, -0.110], [-4.086, -3.059, -0.405], [-4.515, -1.952, -1.125], [-3.593, -1.014, -1.561], [-2.250, -1.181, -1.260], [1.362, -7.485, -2.264], [-0.454, -6.179, -3.315], [-1.059, -3.966, -2.434], [2.053, -4.291, 0.495], [2.640, -6.514, -0.379], [-0.917, -4.362, 1.945], [-0.404, -4.484, 4.340], [1.113, -2.844, 5.386], [2.195, -1.102, 3.991], [1.716, -0.993, 1.579], [-2.421, -4.098, 0.446], [-4.805, -3.802, -0.081], [-5.564, -1.828, -1.360], [-3.924, -0.168, -2.152], [-1.516, -0.472, -1.650]],
  "e_tot_ha": -2775.08207,
  "e_above_lowest_ev": 1.353,
  "homo_ev": -9.650,
  "total_charge": 1,
  "e_lumo_ev": -2.69,
  "spin_multiplicity": 1,
  "fmax_ev_per_a": 1.7
}

{
  "formula": "C23H55N3OP4ScSe",
  "method": "ωB97M-V/def2-TZVPD",
  "species": ["Sc", "P", "P", "P", "H", "C", "C", "H", "C", "C", "C", "C", "C", "C", "C", "C", "C", "H", "H", "H", "H", "H", "H", "H", "H", "H", "H", "H", "H", "H", "H", "H", "H", "H", "H", "H", "H", "H", "H", "H", "H", "H", "H", "H", "H", "H", "C", "C", "C", "C", "C", "C", "Se", "H", "H", "H", "H", "H", "H", "C", "N", "C", "P", "O", "N", "C", "C", "N", "C", "C", "H", "H", "H", "H", "H", "H", "H", "H", "H", "H", "H", "H", "H", "H", "H", "H", "H", "H"],
  "coordinates": [[0.113, 0.136, -0.613], [0.936, 2.514, -1.702], [-2.235, -0.736, -1.573], [1.011, -0.779, -2.991], [1.140, -1.410, 1.266], [1.692, -1.191, 0.329], [2.355, 0.035, 0.139], [2.407, 0.800, 0.923], [1.146, 3.924, -0.559], [-0.324, 3.236, -2.829], [2.436, 2.815, -2.721], [-2.626, -2.499, -1.247], [-3.598, 0.027, -0.631], [-2.855, -0.568, -3.294], [2.822, -0.900, -3.248], [0.529, 0.013, -4.574], [0.547, -2.516, -3.329], [1.892, -2.058, -0.309], [3.112, 0.155, -0.648], [2.127, 3.869, -0.068], [0.367, 3.934, 0.213], [1.100, 4.861, -1.131], [-1.310, 3.245, -2.348], [-0.402, 2.641, -3.749], [-0.044, 4.269, -3.087], [3.333, 2.599, -2.125], [2.475, 3.872, -3.025], [2.463, 2.190, -3.621], [-3.691, -2.699, -1.430], [-2.382, -2.725, -0.200], [-2.003, -3.145, -1.875], [-4.544, -0.389, -0.997], [-3.601, 1.121, -0.757], [-3.485, -0.202, 0.438], [-3.941, -0.751, -3.313], [-2.354, -1.277, -3.967], [-2.660, 0.450, -3.661], [2.997, -1.484, -4.162], [3.285, -1.413, -2.399], [3.277, 0.089, -3.352], [0.859, -0.630, -5.403], [0.997, 1.001, -4.681], [-0.561, 0.131, -4.627], [1.159, -2.879, -4.166], [-0.516, -2.595, -3.599], [0.726, -3.149, -2.447], [1.369, -5.665, 0.677], [2.536, -5.002, 1.074], [3.647, -5.721, 1.529], [3.589, -7.119, 1.626], [2.409, -7.789, 1.284], [1.295, -7.074, 0.821], [-0.005, -4.565, -0.125], [0.153, -3.218, 0.556], [2.570, -3.917, 1.008], [4.552, -5.183, 1.805], [4.465, -7.674, 1.972], [2.364, -8.878, 1.382], [0.378, -7.600, 0.561], [1.223, 0.990, 3.535], [0.428, 2.155, 3.119], [1.205, 3.406, 3.056], [-0.938, 1.924, 2.251], [-0.684, 1.191, 0.932], [-2.017, 1.104, 3.172], [-3.459, 1.167, 2.883], [-1.766, 0.704, 4.563], [-1.488, 3.447, 1.862], [-2.285, 3.652, 0.641], [-1.932, 4.327, 2.952], [1.597, 1.155, 4.557], [2.084, 0.837, 2.868], [0.618, 0.074, 3.530], [2.102, 3.286, 2.433], [0.598, 4.222, 2.640], [1.517, 3.688, 4.076], [-3.908, 0.250, 3.291], [-3.938, 2.023, 3.383], [-3.669, 1.204, 1.807], [-1.033, -0.107, 4.631], [-1.440, 1.546, 5.194], [-2.715, 0.325, 4.963], [-1.848, 3.108, -0.208], [-2.267, 4.731, 0.413], [-3.328, 3.335, 0.782], [-2.965, 4.099, 3.258], [-1.279, 4.271, 3.825], [-1.911, 5.358, 2.575]],
  "e_tot_ha": -5675.60692,
  "e_above_lowest_ev": 0.365,
  "homo_ev": -14.899,
  "total_charge": 3,
  "e_lumo_ev": -11.07,
  "spin_multiplicity": 1,
  "fmax_ev_per_a": 3.9
}

{
  "formula": "C3H18N6O6",
  "method": "ωB97M-V/def2-TZVPD",
  "species": ["C", "O", "N", "N", "H", "H", "H", "H", "C", "O", "N", "N", "H", "H", "H", "H", "C", "O", "N", "N", "H", "H", "H", "H", "O", "H", "H", "O", "H", "H", "O", "H", "H"],
  "coordinates": [[-7.105, -12.356, 7.646], [-8.279, -12.494, 7.339], [-6.534, -13.237, 8.465], [-6.311, -11.437, 7.310], [-5.640, -13.094, 8.912], [-7.270, -13.740, 8.940], [-6.562, -10.671, 6.701], [-5.411, -11.564, 7.751], [-4.123, -12.458, 9.490], [-4.951, -12.072, 8.711], [-2.986, -12.873, 9.063], [-4.409, -12.514, 10.806], [-2.809, -12.834, 8.069], [-2.192, -13.083, 9.651], [-5.225, -12.036, 11.161], [-3.679, -12.883, 11.399], [-0.784, -9.451, 8.139], [0.428, -9.381, 7.976], [-1.435, -10.545, 8.548], [-1.518, -8.415, 8.146], [-0.805, -11.331, 8.617], [-2.385, -10.680, 8.864], [-1.002, -7.566, 7.962], [-2.434, -8.462, 8.571], [-1.867, -11.176, 6.623], [-2.721, -10.953, 6.994], [-1.245, -10.636, 7.111], [-3.126, -9.641, 9.272], [-3.835, -10.283, 9.305], [-3.363, -8.988, 9.931], [-3.501, -11.145, 7.464], [-4.034, -11.749, 7.981], [-3.890, -10.285, 7.621]],
  "e_tot_ha": -904.50922,
  "e_above_lowest_ev": 19.597,
  "homo_ev": -7.609,
  "total_charge": 0,
  "e_lumo_ev": -0.91,
  "spin_multiplicity": 1,
  "fmax_ev_per_a": 15.9
}

{
  "formula": "C29H36N2O6",
  "method": "ωB97M-V/def2-TZVPD",
  "species": ["O", "N", "O", "C", "C", "C", "C", "C", "C", "C", "C", "C", "C", "C", "N", "C", "C", "C", "C", "C", "O", "C", "C", "C", "C", "C", "C", "C", "O", "H", "H", "H", "H", "H", "H", "H", "H", "H", "H", "H", "H", "H", "H", "H", "H", "H", "H", "H", "H", "C", "C", "C", "O", "H", "H", "H", "H", "H", "H", "H", "H", "C", "C", "C", "O", "H", "H", "H", "H", "H", "H", "H", "H"],
  "coordinates": [[4.019, -1.931, 3.517], [3.858, -2.777, 2.679], [4.824, -2.611, 1.713], [4.126, -2.461, 0.431], [4.117, -0.913, -0.067], [4.663, 0.164, 0.939], [4.605, 1.639, 0.467], [4.059, 2.023, -0.965], [3.530, 0.967, -1.963], [3.545, -0.530, -1.485], [2.954, -1.625, -2.486], [1.453, -1.348, -2.989], [0.505, -0.603, -1.932], [-0.012, -1.522, -0.719], [-0.679, -0.587, 0.259], [-1.959, 0.087, -0.002], [-2.404, 1.012, 1.176], [-1.227, 0.851, 2.212], [-0.239, -0.167, 1.570], [4.023, 3.587, -1.380], [4.327, 4.012, -2.525], [3.542, 4.570, -0.188], [2.581, 5.752, -0.459], [2.140, 6.614, 0.757], [2.676, 6.244, 2.161], [3.660, 5.052, 2.446], [4.102, 4.189, 1.239], [5.071, 2.900, 1.366], [6.114, 2.883, 2.073], [4.559, -3.132, -0.384], [3.004, -2.733, 0.548], [5.063, -0.109, 1.982], [3.134, 1.241, -2.995], [3.047, -2.678, -2.035], [3.639, -1.633, -3.420], [0.976, -2.390, -3.171], [1.389, -0.814, -4.011], [-0.440, -0.276, -2.518], [0.935, 0.352, -1.478], [0.829, -2.133, -0.250], [-0.873, -2.172, -1.137], [-2.562, -0.079, -0.971], [-3.330, 1.662, 1.282], [-1.174, 1.370, 3.229], [0.720, -0.525, 2.080], [2.231, 5.901, -1.542], [1.415, 7.481, 0.545], [2.314, 6.869, 3.044], [4.040, 4.825, 3.509], [-7.365, 2.191, 3.960], [-6.570, 1.484, 2.874], [-6.616, -0.026, 3.048], [-5.215, 1.925, 2.915], [-6.953, 1.971, 4.951], [-7.314, 3.275, 3.830], [-8.415, 1.886, 3.944], [-6.970, 1.753, 1.892], [-6.179, -0.322, 4.006], [-6.032, -0.520, 2.267], [-7.644, -0.398, 3.004], [-4.851, 1.691, 3.780], [-2.802, -5.782, -2.410], [-2.211, -4.600, -3.162], [-2.233, -4.831, -4.664], [-0.865, -4.391, -2.734], [-2.226, -6.693, -2.601], [-2.769, -5.606, -1.332], [-3.840, -5.957, -2.705], [-2.773, -3.693, -2.921], [-1.637, -5.710, -4.933], [-1.794, -3.979, -5.191], [-3.254, -4.978, -5.026], [-0.359, -5.188, -2.942]],
  "e_tot_ha": -1687.03721,
  "smiles": "O=NOCc1cc2c(cc1CCCCn1cccc1)C(=O)c1ccccc1C2=O.CC(C)O.CC(C)O",
  "e_above_lowest_ev": 15.079,
  "homo_ev": -7.528,
  "total_charge": 0,
  "e_lumo_ev": -0.93,
  "spin_multiplicity": 1,
  "fmax_ev_per_a": 6.0
}

{
  "formula": "C4H7F2NO2",
  "method": "ωB97M-V/def2-TZVPD",
  "species": ["C", "C", "C", "C", "N", "O", "O", "F", "F", "H", "H", "H", "H", "H", "H", "H"],
  "coordinates": [[-0.227, -0.420, 1.880], [0.629, 1.541, -1.251], [-0.447, -0.008, 0.327], [-1.035, -1.311, -0.445], [0.768, 0.411, -0.365], [1.040, -0.413, 2.338], [-1.180, -0.856, 2.520], [-1.242, -0.939, -1.722], [-0.084, -2.326, -0.451], [0.219, 2.308, -0.526], [1.643, 1.895, -1.456], [0.035, 1.381, -2.089], [-1.039, 0.899, 0.341], [-1.905, -1.625, 0.273], [1.073, -0.305, -0.966], [1.753, -0.235, 1.592]],
  "e_tot_ha": -561.55573,
  "smiles": "CN[C@H](C(=O)O)C(F)F",
  "e_above_lowest_ev": 0.887,
  "homo_ev": -9.720,
  "total_charge": 0,
  "e_lumo_ev": 0.69,
  "spin_multiplicity": 1,
  "fmax_ev_per_a": 4.4
}

{
  "formula": "C11H8O2",
  "method": "ωB97M-V/def2-TZVPD",
  "species": ["C", "C", "C", "C", "C", "C", "C", "C", "C", "C", "C", "H", "H", "H", "H", "H", "H", "H", "H", "O", "O"],
  "coordinates": [[-1.952, -1.168, -0.188], [-0.645, -0.718, -0.641], [-0.147, -1.128, -1.848], [1.213, -0.860, -2.138], [1.975, -0.058, -1.346], [1.399, 0.534, -0.194], [2.173, 1.452, 0.559], [1.649, 2.050, 1.676], [0.261, 1.782, 2.016], [-0.436, 0.895, 1.341], [0.095, 0.227, 0.187], [-1.166, -1.507, 1.616], [-0.768, -1.761, -2.439], [1.601, -1.329, -3.005], [2.963, 0.196, -1.653], [3.179, 1.646, 0.241], [2.265, 2.903, 2.154], [-0.200, 2.212, 2.928], [-1.432, 0.668, 1.614], [-2.088, -1.284, 1.168], [-2.907, -1.351, -0.919]],
  "e_tot_ha": -574.45149,
  "smiles": "O=C(O)c1cccc2ccccc12",
  "e_above_lowest_ev": 0.304,
  "homo_ev": -8.886,
  "total_charge": 0,
  "e_lumo_ev": -0.08,
  "spin_multiplicity": 1,
  "fmax_ev_per_a": 3.7
}